A molecular structure, C14H16ClMnN2O3Se3Te. Source: the Open Molecules 2025 dataset; level of theory: ωB97M-V with the def2-TZVPD basis set.

XYZ file:
```
41
Properties=species:S:1:pos:R:3:forces:R:3:nbo_charge:R:1
Mn 1.929 -0.651 -0.689 -0.2 0.3 0.5 1.3033
Se 0.799 -2.676 -1.501 -0.5 -0.5 -0.2 -0.6150
Se 2.788 -3.823 -1.978 0.1 0.0 -0.1 -0.2165
Te 3.998 -2.085 -3.344 0.0 -0.1 0.0 0.1736
Se 4.200 -0.306 -1.594 0.6 0.2 -0.1 -0.7704
C -2.023 1.178 -4.299 0.0 0.0 0.0 -0.6242
C -2.715 0.887 -2.993 -0.1 -0.1 -0.2 -0.0663
C -3.786 0.013 -2.915 0.0 -0.1 -0.2 -0.2097
C -4.390 -0.263 -1.696 -0.1 -0.1 -0.1 -0.0516
Cl -5.746 -1.382 -1.645 0.2 0.2 0.0 -0.0399
C -3.927 0.313 -0.535 0.0 0.0 0.2 -0.2219
C -2.849 1.197 -0.590 -0.3 -0.2 0.1 -0.3052
C -2.268 1.488 -1.812 0.1 0.0 0.0 0.3740
O -1.240 2.358 -1.960 0.1 0.2 0.0 -0.4910
C -0.675 2.871 -0.768 0.1 0.1 -0.3 -0.1743
C -0.022 1.785 0.071 0.2 -0.5 -0.4 0.7709
O -0.247 1.766 1.289 0.2 0.2 0.1 -0.7170
O 0.705 0.989 -0.597 -0.2 0.2 0.4 -0.8507
H -2.487 0.615 -5.110 0.0 0.0 0.0 0.2071
H -0.965 0.909 -4.247 -0.1 0.0 0.0 0.2403
H -2.064 2.242 -4.544 0.0 0.0 0.0 0.2175
H -4.149 -0.472 -3.815 0.0 0.0 0.1 0.2179
H -4.391 0.072 0.414 0.0 0.0 -0.1 0.2220
H -2.466 1.630 0.327 -0.1 -0.1 -0.1 0.2423
H -1.404 3.420 -0.178 -0.1 0.1 0.1 0.1819
H 0.112 3.543 -1.097 0.1 0.2 0.0 0.2124
C 0.869 0.227 4.751 0.1 0.0 0.0 -0.6389
C 1.602 -0.440 3.629 0.0 0.0 0.1 0.1739
C 2.569 -1.428 3.621 0.1 -0.1 0.0 -0.3598
C 2.875 -1.643 2.261 0.1 -0.3 0.2 0.1880
N 2.142 -0.841 1.506 -0.1 0.2 0.1 -0.4088
N 1.370 -0.125 2.350 0.3 0.0 -0.1 -0.3393
C 3.827 -2.625 1.648 -0.1 0.0 0.2 -0.6592
H 1.222 -0.162 5.706 0.0 0.0 0.0 0.2176
H -0.206 0.049 4.690 0.1 0.0 0.0 0.2266
H 1.024 1.309 4.746 0.0 -0.1 0.0 0.2250
H 2.989 -1.936 4.478 0.0 0.1 -0.1 0.2159
H 0.787 0.633 1.967 -0.4 0.1 0.0 0.4461
H 4.273 -3.248 2.425 0.0 0.0 0.0 0.2066
H 4.617 -2.117 1.098 0.0 0.1 0.0 0.2465
H 3.321 -3.270 0.930 -0.1 0.0 0.0 0.2501
```
Positions in Å, forces in eV/Å.

- DFT total energy: -9962.07849 Eh
- Charge: -1
- Strongest force on any atom: 0.697 eV Å⁻¹
- Orbital gap (spin up / spin down): 6.65 / 6.72 eV
- HOMO level (spin up / spin down): -0.1482 / -0.1523 Ha
- Relative energy (zero: lowest compared OMol25 entry of this formula, charge and spin): 0.070 eV
- Spin multiplicity: 6

=====

A molecular structure, C47H121CuN6O17. Source: the Open Molecules 2025 dataset; level of theory: ωB97M-V with the def2-TZVPD basis set.

XYZ file:
```
192
Properties=species:S:1:pos:R:3:forces:R:3:lowdin_spin:R:1
Cu 0.751 -1.735 -3.547 -0.2 0.9 1.1 1.2603
C -0.084 1.435 -0.473 -0.1 0.1 -0.6 0.0098
C -0.109 -0.079 -0.423 -0.1 -0.1 0.6 0.0175
C -1.420 -0.507 0.257 0.0 -0.5 -0.9 0.0038
O 0.172 -0.707 -1.633 -0.1 0.1 -0.7 0.2499
H 0.905 1.787 -0.767 0.1 0.3 -0.1 -0.0001
H -0.337 1.873 0.493 0.1 0.0 0.1 0.0011
H -0.834 1.767 -1.192 0.0 0.2 -0.2 -0.0001
H 0.643 -0.310 0.331 0.6 -0.4 0.3 0.0002
H -1.617 0.006 1.198 0.3 -0.1 0.2 0.0005
H -1.343 -1.588 0.374 -0.3 -0.1 0.3 -0.0001
H -2.283 -0.310 -0.379 -0.1 0.0 -0.3 0.0000
C 4.076 1.109 0.479 0.2 0.3 -0.3 0.0001
O 4.479 0.397 1.600 -0.5 -0.7 1.2 0.0001
C 3.407 -0.079 2.442 1.2 -0.4 0.5 0.0000
C 4.046 -0.575 3.745 -1.6 0.6 -0.1 0.0000
N 4.676 0.514 4.472 -0.2 -0.4 -0.7 0.0000
C 5.442 0.006 5.598 0.7 1.2 -1.3 0.0000
C 6.443 1.122 5.996 0.7 -0.6 0.7 0.0000
O 7.347 1.541 4.961 -0.3 0.2 -0.7 0.0000
C 8.295 2.553 5.345 -1.0 -0.5 1.1 0.0000
H 4.967 1.477 -0.030 0.1 0.0 0.1 0.0000
H 3.499 1.978 0.793 -0.4 0.1 -0.3 0.0000
H 3.556 0.466 -0.231 -0.5 0.1 -0.1 0.0002
H 2.841 -0.906 2.013 0.2 -0.2 -0.6 0.0000
H 2.656 0.666 2.707 0.2 0.6 -0.2 0.0000
H 4.634 -1.483 3.610 0.6 0.0 -0.3 0.0000
H 3.189 -0.902 4.334 -0.2 -0.2 0.3 0.0000
H 5.301 0.956 3.812 0.3 0.2 0.0 0.0000
H 5.930 -0.911 5.269 0.5 -0.2 0.4 0.0000
H 4.736 -0.250 6.388 0.3 0.2 0.4 0.0000
H 7.091 0.744 6.787 -0.2 -0.1 0.5 0.0000
H 5.862 1.958 6.386 0.0 0.3 -0.1 0.0000
H 7.806 3.278 5.996 -0.3 0.4 -0.1 0.0000
H 8.740 3.087 4.506 -0.3 -0.5 -0.2 0.0000
H 9.063 2.138 5.999 0.4 -0.3 -0.2 0.0000
C 0.444 -3.820 -0.542 0.2 -1.2 0.5 0.0294
O 1.474 -4.703 -1.076 -0.1 1.2 0.8 0.0300
C 2.595 -4.955 -0.216 -0.5 -0.9 -0.8 0.0011
C 3.398 -6.137 -0.811 0.2 0.4 0.3 0.0003
N 3.861 -5.854 -2.161 0.4 -0.6 -0.7 0.0009
C 4.751 -6.928 -2.703 -0.7 1.3 0.8 0.0001
C 6.083 -6.885 -1.984 0.7 -0.2 -1.2 0.0000
O 6.727 -5.581 -2.231 -0.5 -0.9 1.3 0.0001
C 7.764 -5.310 -1.280 0.0 -0.4 0.1 0.0000
H 0.743 -2.977 0.081 0.9 0.1 -0.3 0.0006
H -0.171 -4.419 0.129 -0.3 -0.2 0.1 0.0004
H -0.205 -3.411 -1.316 0.5 -0.3 -0.3 0.0319
H 2.324 -5.193 0.812 -0.5 -0.4 0.0 0.0001
H 3.250 -4.097 -0.064 0.1 0.5 -0.6 0.0003
H 2.910 -7.111 -0.782 -0.7 0.2 -0.1 0.0001
H 4.248 -6.288 -0.146 0.3 0.1 0.5 0.0000
H 4.519 -5.096 -2.051 -0.2 0.7 -0.3 0.0003
H 4.957 -6.807 -3.767 -0.2 0.5 -0.1 0.0000
H 4.237 -7.888 -2.651 0.2 -0.2 0.4 0.0000
H 6.635 -7.676 -2.493 0.8 -0.1 0.3 0.0000
H 6.010 -7.145 -0.928 0.1 0.4 0.1 0.0000
H 8.683 -5.830 -1.552 0.1 0.0 -0.1 0.0000
H 7.519 -5.626 -0.266 -0.4 -0.4 0.0 0.0000
H 7.985 -4.252 -1.136 -0.3 0.2 -0.8 0.0000
C -6.801 2.037 7.423 0.1 -1.3 -1.0 0.0000
O -5.515 2.494 7.095 0.8 0.2 0.3 0.0000
C -5.043 2.337 5.747 -0.7 0.5 0.4 0.0000
C -4.872 0.895 5.337 0.9 -0.3 0.4 0.0000
N -4.307 0.779 4.012 0.2 1.2 -0.3 0.0000
C -4.185 -0.559 3.459 0.4 0.3 2.0 0.0000
C -3.162 -1.363 4.307 -0.1 -0.4 -1.1 0.0000
O -3.702 -1.872 5.517 -0.3 0.6 -0.2 0.0000
C -2.795 -2.575 6.326 -0.2 -0.9 -0.2 0.0000
H -7.031 2.147 8.483 0.0 1.1 -0.2 0.0000
H -6.902 0.955 7.335 0.3 -0.5 -0.3 0.0000
H -7.506 2.399 6.674 -0.5 0.6 0.5 0.0000
H -4.099 2.878 5.690 0.2 -0.3 0.3 0.0000
H -5.676 2.911 5.071 -0.6 -0.1 -0.3 0.0000
H -5.783 0.305 5.437 -0.3 0.0 0.2 0.0000
H -4.133 0.516 6.043 -0.2 -0.4 0.1 0.0000
H -4.827 1.384 3.393 -0.1 -0.2 -0.3 0.0000
H -3.836 -0.451 2.432 0.0 -0.3 0.0 0.0000
H -5.146 -1.069 3.521 -0.2 -0.4 -0.3 0.0000
H -2.260 -0.771 4.460 0.0 0.4 0.3 0.0000
H -2.842 -2.192 3.676 0.1 -0.5 0.0 0.0000
H -3.361 -3.107 7.090 -0.2 0.5 0.2 0.0000
H -2.008 -1.973 6.780 0.0 0.3 0.0 0.0000
H -2.337 -3.400 5.781 0.4 0.0 -0.4 0.0000
C -8.714 -2.189 2.666 -0.3 -1.2 0.0 0.0000
O -7.497 -2.467 2.028 0.4 1.2 -0.1 0.0000
C -7.261 -1.600 0.900 1.1 -0.9 1.0 0.0000
C -5.820 -1.916 0.434 -1.2 -0.3 -0.4 0.0000
N -5.849 -3.205 -0.243 0.3 0.6 -0.4 0.0000
C -4.534 -3.697 -0.669 -0.2 -0.1 1.1 0.0001
C -3.467 -3.988 0.453 -1.1 -1.2 -0.7 0.0001
O -3.682 -5.199 1.204 -0.3 0.9 0.0 0.0000
C -3.978 -6.393 0.523 1.1 0.1 0.3 0.0000
H -8.856 -1.168 3.022 0.3 0.2 -0.1 0.0000
H -8.771 -2.897 3.493 0.0 0.3 0.2 0.0000
H -9.531 -2.473 2.003 -0.4 0.3 -0.2 0.0000
H -7.297 -0.542 1.158 -0.3 0.1 0.4 0.0000
H -8.055 -1.840 0.192 0.3 0.2 -0.6 0.0000
H -5.119 -2.031 1.260 -0.3 0.8 0.4 0.0000
H -5.519 -1.088 -0.207 0.3 -0.2 -0.3 0.0000
H -6.244 -3.801 0.470 0.0 -0.7 -0.1 0.0000
H -4.048 -3.008 -1.360 -0.2 0.3 0.0 0.0001
H -4.799 -4.566 -1.272 0.7 -0.4 0.1 0.0000
H -3.428 -3.259 1.262 0.0 0.4 -0.4 0.0000
H -2.521 -4.022 -0.087 0.4 -0.1 0.2 0.0001
H -3.256 -6.553 -0.278 0.0 0.0 -0.4 0.0000
H -4.994 -6.477 0.135 -0.1 0.1 0.1 0.0000
H -3.752 -7.143 1.280 -0.5 -0.3 -0.2 0.0000
C 3.471 1.235 -8.584 -0.3 -0.1 -0.1 0.0003
O 2.996 0.554 -7.446 0.1 -0.9 0.9 0.0016
C 2.896 -0.866 -7.576 -0.5 -0.1 0.2 0.0032
C 2.514 -1.528 -6.196 1.3 -1.5 -0.8 0.0356
N 1.498 -0.854 -5.474 -0.7 1.0 0.1 0.1453
C 0.285 -0.710 -6.275 0.3 0.7 -1.2 0.0203
C -0.759 0.028 -5.535 -1.1 -0.1 0.1 0.0062
O -1.267 -0.788 -4.487 0.3 -0.2 -0.4 0.0812
C -2.298 -0.142 -3.794 0.0 1.2 0.7 0.0050
H 4.009 2.099 -8.192 -0.1 0.1 -0.4 0.0000
H 2.626 1.491 -9.223 -0.1 0.5 0.0 0.0000
H 4.113 0.643 -9.237 0.4 -0.3 0.3 0.0001
H 3.829 -1.239 -8.000 0.2 -0.3 0.4 0.0003
H 2.131 -1.073 -8.325 -0.2 -0.2 -0.1 0.0001
H 3.386 -1.635 -5.551 0.2 0.4 -0.1 0.0086
H 2.130 -2.548 -6.224 0.4 -0.4 -1.1 0.0215
H 1.881 0.080 -5.510 -0.3 0.7 1.3 0.0031
H -0.087 -1.611 -6.762 0.1 -0.4 0.6 0.0059
H 0.557 -0.065 -7.111 -0.2 0.2 -0.3 0.0019
H -1.569 0.267 -6.224 -0.3 -0.1 -0.2 0.0007
H -0.405 0.992 -5.170 0.3 0.0 0.4 0.0002
H -3.082 0.252 -4.440 -0.3 -0.7 -0.5 0.0007
H -1.910 0.784 -3.369 0.3 0.1 0.5 0.0002
H -2.687 -0.755 -2.981 0.1 -0.1 -0.3 0.0010
C 2.166 8.461 -4.775 -0.6 -0.3 0.6 0.0000
O 1.560 7.743 -3.661 1.2 0.0 -0.4 0.0000
C 2.464 6.721 -3.185 -0.8 -0.8 1.0 0.0000
C 1.743 5.718 -2.165 1.5 1.6 -1.5 0.0000
N 0.694 5.096 -2.942 -0.6 0.0 0.7 0.0000
C -0.487 4.798 -2.115 0.1 -0.6 -0.6 0.0001
C -1.724 4.564 -2.996 0.9 -0.2 1.0 0.0000
O -2.802 4.367 -2.105 -0.6 0.3 0.7 0.0000
C -3.984 3.872 -2.723 1.1 0.2 -0.9 0.0000
H 3.137 8.886 -4.523 0.2 -0.3 0.2 0.0000
H 1.551 9.313 -5.066 -0.4 -0.2 0.3 0.0000
H 2.239 7.803 -5.641 0.2 -0.1 0.0 0.0000
H 3.368 7.132 -2.733 -0.1 0.4 0.1 0.0000
H 2.793 6.080 -4.003 0.0 0.0 -0.4 0.0000
H 1.426 6.248 -1.267 -0.4 0.2 0.0 0.0000
H 2.530 5.034 -1.845 0.0 -0.3 0.0 0.0000
H 0.455 5.859 -3.560 -0.6 -0.1 -0.4 0.0000
H -0.671 5.604 -1.404 -0.3 0.2 0.1 0.0000
H -0.316 3.880 -1.552 0.2 0.1 0.1 0.0001
H -1.572 3.664 -3.592 0.0 -0.1 -0.3 0.0000
H -1.773 5.435 -3.651 -0.8 0.2 -0.2 0.0000
H -3.666 2.969 -3.243 -0.4 -0.3 -0.4 0.0000
H -4.301 4.630 -3.439 -0.4 -0.2 -0.2 0.0000
H -4.816 3.607 -2.071 0.5 0.4 0.5 0.0000
C -3.240 2.943 0.966 -0.1 0.4 -0.2 0.0001
C -4.694 3.272 1.381 1.4 0.0 -0.5 0.0000
O -5.395 2.058 1.413 -0.9 -0.9 0.2 0.0000
H -2.751 2.411 1.782 -0.1 -0.2 0.0 0.0000
H -2.595 3.767 0.662 -0.2 0.5 0.3 0.0000
H -3.228 2.331 0.064 -0.2 -0.3 0.1 0.0000
H -5.220 3.927 0.687 0.3 0.5 0.1 0.0000
H -4.691 3.667 2.397 -0.2 0.2 -0.1 0.0000
H -5.744 1.902 0.532 0.0 -0.2 0.0 0.0000
C 2.505 2.670 -4.790 0.8 0.5 0.2 0.0002
C 2.690 1.979 -3.428 -0.4 0.3 -0.9 0.0003
O 1.672 1.033 -3.306 -0.6 -0.5 -0.2 0.0162
H 3.139 3.556 -4.752 0.2 0.1 -0.3 0.0000
H 1.521 3.033 -5.086 -0.3 -0.1 0.8 0.0000
H 2.831 2.049 -5.624 0.3 -0.1 0.2 0.0001
H 2.686 2.669 -2.584 -0.2 0.3 -0.1 0.0001
H 3.659 1.479 -3.419 0.3 0.0 0.0 0.0002
H 1.415 0.869 -2.395 -0.2 -0.4 0.3 0.0001
C 1.866 5.412 1.426 0.6 0.3 0.1 0.0000
C 0.468 5.006 1.651 -1.1 -1.3 -0.4 0.0000
O -0.285 6.074 2.142 0.1 1.0 0.9 0.0000
H 1.858 6.373 0.912 0.5 -0.2 -0.2 0.0000
H 2.333 4.584 0.891 0.3 0.3 -0.4 0.0000
H 2.414 5.502 2.364 -0.1 0.2 0.1 0.0000
H 0.521 4.112 2.271 -0.5 0.0 0.8 0.0000
H -0.005 4.617 0.749 0.1 0.2 -0.5 0.0001
H -1.237 6.030 2.023 0.1 -0.6 -0.2 0.0000
C -0.128 -3.070 2.971 1.0 -0.3 0.2 0.0000
C 1.200 -3.883 3.221 -1.2 0.6 -0.8 0.0000
O 1.247 -4.488 4.478 0.0 -0.1 1.1 0.0000
H -0.087 -2.549 2.014 0.0 -0.2 -0.1 0.0000
H -0.242 -2.273 3.705 0.2 -0.1 0.3 0.0000
H -1.030 -3.680 3.023 0.1 -0.2 -0.1 0.0000
H 2.042 -3.196 3.133 0.1 0.0 0.1 0.0000
H 1.352 -4.694 2.508 -0.2 0.4 -0.6 0.0000
H 0.729 -5.295 4.426 0.0 0.0 0.1 0.0000
```
Positions in Å, forces in eV/Å.

- DFT total energy: -5110.83495 Eh
- Strongest force on any atom: 2.629 eV Å⁻¹
- Orbital gap (spin up / spin down): 5.93 / 6.31 eV
- HOMO level (spin up / spin down): -0.2040 / -0.2894 Ha
- Spin multiplicity: 3

=====

A molecular structure, C4H10O3. Source: the Open Molecules 2025 dataset; level of theory: ωB97M-V with the def2-TZVPD basis set.

XYZ file:
```
17
Properties=species:S:1:pos:R:3:forces:R:3:nbo_charge:R:1
C 2.795 0.064 -0.153 0.5 0.0 -0.2 -0.2505
O 1.625 0.094 0.623 -0.6 0.2 -0.3 -0.5332
C 0.472 0.068 -0.163 0.5 -0.9 0.7 -0.0258
C -0.743 -0.166 0.712 0.2 -0.1 0.1 -0.0995
O -1.218 1.014 1.355 0.4 0.3 -0.1 -0.7277
C -1.868 -0.814 0.057 0.2 -1.0 -0.4 0.1794
O -3.051 -0.242 0.094 -0.6 0.8 0.1 -0.6404
H 3.644 0.110 0.533 -0.1 0.0 -0.1 0.1954
H 2.839 0.918 -0.844 0.0 -0.1 0.1 0.1752
H 2.858 -0.864 -0.744 0.0 0.2 0.1 0.1674
H -0.733 0.690 -1.486 -0.6 -0.1 -0.5 0.0053
H 0.555 -0.694 -0.960 0.0 0.3 0.0 0.1550
H -0.400 -0.897 1.463 0.1 0.2 0.0 0.2378
H -0.695 1.725 0.949 -0.2 -0.1 0.2 0.4906
H -1.868 -1.856 -0.247 0.1 0.1 0.1 0.1884
H -1.327 0.227 -1.727 0.4 0.4 0.1 -0.0213
H -2.887 0.624 0.536 -0.2 -0.2 -0.1 0.5038
```
Positions in Å, forces in eV/Å.

- DFT total energy: -383.92702 Eh
- Strongest force on any atom: 1.249 eV Å⁻¹
- Orbital gap (spin up / spin down): 8.68 / 6.60 eV
- HOMO level (spin up / spin down): -0.2850 / -0.2474 Ha
- Relative energy (zero: lowest compared OMol25 entry of this formula, charge and spin): 6.057 eV

=====

2 unconnected molecules or ions with the total composition C4H12N2. Source: the Open Molecules 2025 dataset; level of theory: ωB97M-V with the def2-TZVPD basis set.

XYZ file:
```
18
Properties=species:S:1:pos:R:3:forces:R:3:nbo_charge:R:1
C 1.617 0.632 2.082 0.6 0.0 0.1 -0.0613
N 2.489 -0.285 2.129 -0.8 -0.1 0.3 -0.3785
C 1.926 -1.609 2.485 0.8 -0.6 -1.2 -0.4670
H 1.887 1.626 1.731 0.2 0.0 0.1 0.1703
H 0.583 0.498 2.396 -0.3 -0.2 -0.1 0.1376
H 2.624 -2.396 2.176 0.2 0.3 0.1 0.2027
H 1.727 -1.830 3.529 -0.2 0.6 0.2 0.2062
H 1.076 -1.788 1.825 -0.4 0.0 0.5 0.1899
C -2.208 1.255 -2.342 -0.2 -0.6 0.3 -0.4219
N -1.858 0.171 -1.409 -0.4 0.7 -0.2 -0.6131
C -0.462 -0.241 -1.549 -0.9 -0.4 -0.3 -0.4231
H -1.452 2.044 -2.290 0.0 0.2 -0.5 0.1643
H -3.183 1.675 -2.097 0.0 0.1 0.3 0.1981
H -2.360 0.825 -3.331 0.5 0.2 -0.2 0.1935
H -1.983 0.580 -0.491 0.0 -0.4 0.2 0.3386
H 0.240 0.547 -1.272 0.3 -0.1 0.2 0.1686
H -0.383 -1.169 -0.988 0.6 0.2 0.4 0.2023
H -0.281 -0.533 -2.584 0.0 0.2 -0.1 0.1930
```
Positions in Å, forces in eV/Å.

- DFT total energy: -269.04307 Eh
- Structure (SMILES): C=NC.CNC
- Strongest force on any atom: 1.581 eV Å⁻¹
- Orbital gap: 9.92 eV
- HOMO level: -0.3312 Ha
- Relative energy (zero: lowest compared OMol25 entry of this formula, charge and spin): 1.994 eV

=====

Which value of DFT total energy does entry 3 give? -383.92702 Eh

=====

Which value of strongest force on any atom does entry 3 give? 1.249 eV Å⁻¹

=====

Among the records above, which one has the highest strongest force on any atom? C47H121CuN6O17